178
Properties=species:S:1:pos:R:3:lowdin_charge:R:1 method="wB97M-V/def2-TZVPD" gap_ha=0.336 homo_ev=-9.39 lumo_energy_ha=-0.0097
C -4.265 0.899 -1.847 -0.12
C -3.773 -0.378 -2.765 -0.24
C -5.058 -1.187 -3.395 -0.22
C -5.958 -0.272 -4.416 -0.20
C -5.353 -0.502 -5.909 -0.23
C -5.565 0.741 -6.932 -0.22
C -5.131 2.193 -6.348 -0.21
C -3.635 2.234 -5.685 -0.20
C -2.537 3.043 -6.573 -0.20
C -1.580 4.045 -5.687 -0.18
C -1.065 3.270 -4.318 -0.21
C 0.208 4.008 -3.667 -0.13
C 1.034 3.220 -2.527 -0.23
O 2.153 2.403 -2.985 -0.19
C 1.949 1.808 -4.292 -0.11
C 0.094 2.467 -1.385 -0.33
C 1.054 2.307 -0.087 -0.12
C 0.497 1.385 1.117 -0.29
C -1.035 1.627 1.573 -0.58
I -1.114 1.085 3.731 0.80
C -0.419 0.993 -1.822 -0.09
C 0.679 -0.189 -1.844 -0.17
C 0.458 -1.218 -3.122 -0.19
C 1.865 -1.833 -3.680 -0.20
C 1.732 -2.459 -5.203 -0.15
C 1.553 -1.266 -6.332 -0.18
O 1.470 -1.811 -7.709 -0.11
C 0.177 -1.439 -8.290 -0.35
C -1.081 -2.503 -8.226 -0.01
O -0.063 -0.305 -8.864 0.01
O -1.128 3.260 -1.155 -0.18
C -0.873 4.531 -0.517 -0.23
P -2.567 5.472 -0.527 0.74
O -3.237 5.064 -1.902 -0.39
O -3.621 4.983 0.741 -0.20
O -2.342 7.196 -0.633 -0.23
H -3.329 1.384 -1.360 0.04
H -4.735 1.713 -2.549 0.07
H -5.010 0.566 -1.008 0.09
H -3.062 -0.045 -3.640 0.09
H -3.248 -1.114 -2.042 0.10
H -5.667 -1.679 -2.542 0.11
H -4.618 -2.052 -4.053 0.10
H -7.051 -0.686 -4.354 0.11
H -6.000 0.840 -4.077 0.09
H -5.921 -1.430 -6.359 0.12
H -4.234 -0.833 -5.840 0.09
H -5.084 0.535 -7.988 0.12
H -6.721 0.803 -7.143 0.11
H -5.928 2.522 -5.557 0.11
H -5.137 2.932 -7.261 0.11
H -3.186 1.159 -5.511 0.09
H -3.782 2.671 -4.603 0.10
H -3.045 3.567 -7.474 0.10
H -1.805 2.239 -7.021 0.11
H -0.593 4.246 -6.296 0.11
H -2.119 5.042 -5.414 0.12
H -0.918 2.165 -4.628 0.09
H -1.992 3.314 -3.594 0.10
H -0.185 5.017 -3.202 0.12
H 0.899 4.353 -4.557 0.12
H 1.551 4.076 -1.893 0.15
H 2.849 1.067 -4.465 0.09
H 2.036 2.580 -5.178 0.12
H 0.992 1.169 -4.412 0.08
H 2.040 1.790 -0.474 0.13
H 1.422 3.311 0.382 0.13
H 1.165 1.623 2.058 0.09
H 0.624 0.230 0.953 0.11
H -1.818 0.929 1.071 0.06
H -1.407 2.720 1.532 0.04
H -1.224 0.683 -1.019 0.11
H -0.988 0.953 -2.840 0.10
H 1.786 0.128 -1.828 0.10
H 0.522 -0.875 -0.898 0.12
H -0.089 -0.666 -4.006 0.09
H -0.221 -2.127 -2.844 0.12
H 2.707 -1.019 -3.767 0.09
H 2.281 -2.636 -2.935 0.12
H 0.851 -3.212 -5.305 0.12
H 2.759 -2.961 -5.462 0.12
H 0.527 -0.748 -6.132 0.12
H 2.389 -0.458 -6.252 0.13
H -2.043 -1.917 -7.936 0.09
H -1.242 -2.842 -9.340 0.10
H -0.857 -3.401 -7.513 0.09
H -0.532 4.478 0.596 0.11
H -0.137 5.241 -1.057 0.11
H -4.182 4.258 0.320 0.10
H -2.426 7.415 -1.613 0.10
C -3.300 -2.105 5.030 -0.19
C -4.488 -1.632 5.856 -0.17
O -5.581 -1.580 4.940 -0.19
S -5.388 -2.743 3.819 0.66
O -6.179 -3.882 4.212 -0.25
O -5.477 -2.141 2.518 -0.23
O -3.828 -3.079 4.129 -0.19
H -2.879 -1.287 4.438 0.05
H -2.515 -2.545 5.649 0.13
H -4.317 -0.653 6.308 0.14
H -4.738 -2.355 6.639 0.13
C -1.209 7.270 3.017 -0.16
C -0.071 8.284 3.022 -0.14
O 0.746 7.923 4.136 -0.32
S 0.680 6.308 4.334 0.68
O 1.833 5.728 3.698 -0.24
O 0.317 6.031 5.696 -0.22
O -0.614 6.029 3.388 -0.20
H -1.965 7.523 3.766 0.13
H -1.683 7.186 2.037 0.11
H -0.428 9.311 3.123 0.14
H 0.537 8.198 2.115 0.13
C 3.090 -3.480 4.713 -0.17
C 3.075 -2.111 4.043 -0.17
O 1.705 -1.866 3.729 -0.21
S 0.769 -2.572 4.857 0.63
O 0.401 -1.573 5.825 -0.27
O -0.193 -3.407 4.192 -0.23
O 1.912 -3.521 5.518 -0.19
H 3.025 -4.282 3.972 0.13
H 3.979 -3.627 5.329 0.14
H 3.688 -2.082 3.140 0.13
H 3.408 -1.330 4.734 0.13
C 5.576 0.464 -1.998 -0.17
C 7.046 0.194 -1.701 -0.17
O 7.044 -0.873 -0.753 -0.20
S 5.764 -1.835 -1.043 0.64
O 6.211 -2.952 -1.830 -0.23
O 5.024 -1.986 0.180 -0.23
O 4.951 -0.820 -2.018 -0.21
H 5.115 1.055 -1.201 0.13
H 5.435 0.972 -2.954 0.14
H 7.556 1.069 -1.295 0.14
H 7.573 -0.151 -2.596 0.14
C 0.146 8.843 8.952 -0.17
C -0.025 10.339 8.713 -0.18
O 0.107 10.507 7.302 -0.19
S -0.467 9.177 6.554 0.72
O -1.821 9.441 6.144 -0.22
O 0.545 8.688 5.646 -0.26
O -0.512 8.205 7.858 -0.19
H 1.203 8.558 8.928 0.13
H -0.294 8.524 9.899 0.14
H 0.722 10.933 9.243 0.14
H -1.027 10.672 9.001 0.13
C -5.850 -7.142 6.004 -0.17
C -4.711 -6.131 6.014 -0.18
O -3.897 -6.498 7.126 -0.19
S -3.964 -8.113 7.321 0.66
O -2.810 -8.691 6.686 -0.23
O -4.327 -8.391 8.683 -0.23
O -5.256 -8.387 6.373 -0.19
H -6.607 -6.891 6.754 0.13
H -6.324 -7.221 5.023 0.14
H -5.067 -5.105 6.119 0.11
H -4.103 -6.214 5.108 0.14
C 9.079 -4.248 1.507 -0.16
C 7.922 -4.712 0.633 -0.17
O 7.502 -5.953 1.199 -0.20
S 7.743 -5.908 2.808 0.65
O 6.499 -5.557 3.439 -0.24
O 8.512 -7.062 3.183 -0.22
O 8.715 -4.604 2.840 -0.19
H 10.003 -4.777 1.253 0.13
H 9.247 -3.171 1.432 0.14
H 8.215 -4.845 -0.410 0.14
H 7.081 -4.014 0.688 0.11
C 5.837 -9.127 1.720 -0.17
C 4.645 -8.649 2.539 -0.17
O 3.558 -8.597 1.618 -0.19
S 3.754 -9.765 0.501 0.66
O 2.961 -10.899 0.891 -0.23
O 3.672 -9.165 -0.802 -0.23
O 5.313 -10.102 0.820 -0.19
H 6.262 -8.310 1.128 0.12
H 6.618 -9.566 2.345 0.14
H 4.816 -7.669 2.990 0.12
H 4.391 -9.369 3.323 0.14


160
Properties=species:S:1:pos:R:3:lowdin_charge:R:1 method="wB97M-V/def2-TZVPD" gap_ha=0.350 homo_ev=-9.09 lumo_energy_ha=0.0162 relative_energy_kcal_mol=8.36
C 0.251 -0.460 0.363 -0.13
C -1.093 -0.230 -0.305 -0.15
C -0.733 0.819 -1.330 -0.21
O 0.614 0.668 -1.753 -0.16
C 1.307 0.049 -0.638 -0.14
H 0.392 -1.488 0.686 0.08
H 0.281 0.143 1.280 0.09
H -1.918 0.118 0.314 0.11
H -1.446 -1.111 -0.852 0.10
H -0.972 1.808 -0.924 0.12
H -1.351 0.624 -2.212 0.10
H 2.064 0.669 -0.170 0.09
H 1.767 -0.868 -1.011 0.10
C 3.494 4.266 -2.799 -0.15
C 1.982 4.010 -2.594 -0.14
C 1.450 3.987 -4.038 -0.19
O 2.384 4.637 -4.882 -0.13
C 3.527 5.016 -4.142 -0.20
H 4.154 3.404 -2.717 0.09
H 3.801 4.971 -2.025 0.10
H 1.607 4.780 -1.921 0.10
H 1.756 3.047 -2.143 0.09
H 0.468 4.432 -4.145 0.12
H 1.447 2.927 -4.316 0.10
H 3.473 6.075 -3.843 0.12
H 4.434 4.896 -4.733 0.12
C -4.514 -0.828 -2.271 -0.17
C -6.002 -0.504 -2.471 -0.15
C -6.094 -0.495 -4.002 -0.19
O -4.800 -0.155 -4.512 -0.14
C -3.845 -0.130 -3.456 -0.20
H -4.287 -1.896 -2.246 0.11
H -4.183 -0.392 -1.324 0.09
H -6.117 0.532 -2.139 0.10
H -6.725 -1.143 -1.976 0.11
H -6.894 0.145 -4.377 0.12
H -6.254 -1.508 -4.403 0.12
H -3.628 0.916 -3.202 0.11
H -2.940 -0.664 -3.749 0.12
C 5.296 -3.443 1.350 -0.16
C 6.238 -2.451 0.670 -0.15
C 5.364 -1.941 -0.496 -0.19
O 4.027 -2.362 -0.244 -0.16
C 3.946 -2.796 1.110 -0.20
H 5.496 -3.630 2.403 0.11
H 5.372 -4.360 0.764 0.12
H 7.164 -2.875 0.287 0.11
H 6.530 -1.630 1.328 0.11
H 5.710 -2.393 -1.430 0.12
H 5.355 -0.861 -0.655 0.07
H 3.131 -3.512 1.205 0.12
H 3.770 -1.904 1.722 0.12
C 5.999 1.374 -1.711 -0.05
O 6.417 2.576 -1.102 0.02
C 6.616 2.563 0.207 -0.65
O 6.246 1.731 0.971 0.13
O 7.222 3.694 0.502 0.02
C 7.687 3.874 1.836 -0.03
H 4.917 1.333 -1.861 0.09
H 6.291 0.465 -1.184 0.06
H 6.451 1.282 -2.699 0.10
H 6.972 3.494 2.569 0.09
H 7.876 4.935 1.933 0.10
H 8.589 3.287 2.030 0.10
C 1.022 -3.126 -2.694 0.00
O 0.235 -4.301 -2.415 0.04
C 0.004 -4.563 -1.155 -0.64
O 0.155 -3.815 -0.228 0.11
O -0.484 -5.785 -1.063 0.02
C -1.013 -6.143 0.218 -0.01
H 1.836 -2.999 -1.977 0.09
H 0.308 -2.322 -2.486 0.09
H 1.385 -3.079 -3.711 0.09
H -0.238 -5.947 0.959 0.09
H -1.354 -7.169 0.188 0.10
H -1.859 -5.498 0.466 0.09
C 1.315 -6.906 5.933 -0.05
O 1.596 -6.068 4.833 0.01
C 0.575 -5.431 4.252 -0.62
O -0.576 -5.738 4.354 0.14
O 1.067 -4.502 3.443 0.02
C 0.111 -3.584 2.937 -0.04
H 1.526 -6.388 6.876 0.09
H 2.056 -7.706 5.956 0.09
H 0.311 -7.314 5.973 0.09
H 0.535 -2.689 2.483 0.08
H -0.613 -3.255 3.682 0.09
H -0.431 -4.032 2.105 0.06
C 0.176 -1.797 6.354 -0.02
O 0.784 -0.828 5.510 -0.03
C 0.049 -0.242 4.569 -0.65
O -1.125 -0.233 4.484 0.17
O 0.846 0.328 3.673 -0.01
C 2.254 0.326 3.902 -0.03
H -0.587 -2.393 5.861 0.09
H -0.209 -1.354 7.275 0.10
H 1.002 -2.424 6.692 0.10
H 2.590 -0.667 4.186 0.10
H 2.461 1.009 4.736 0.11
H 2.811 0.810 3.105 0.08
C 2.500 7.511 1.686 -0.05
O 2.482 6.366 0.852 0.01
C 2.557 5.199 1.481 -0.62
O 2.361 4.994 2.646 0.14
O 2.896 4.257 0.600 0.00
C 3.111 2.957 1.150 -0.03
H 3.162 7.453 2.553 0.10
H 1.514 7.627 2.141 0.10
H 2.781 8.392 1.123 0.09
H 4.056 3.053 1.693 0.10
H 3.374 2.253 0.366 0.08
H 2.307 2.589 1.779 0.09
C -6.498 3.083 3.896 -0.06
O -5.351 2.392 3.484 -0.02
C -4.180 3.024 3.359 -0.62
O -3.934 4.090 3.849 0.14
O -3.390 2.194 2.723 -0.01
C -2.013 2.517 2.614 -0.03
H -6.835 3.876 3.228 0.10
H -6.365 3.488 4.901 0.10
H -7.322 2.374 3.970 0.09
H -1.415 1.647 2.350 0.07
H -1.685 2.856 3.597 0.10
H -1.809 3.258 1.840 0.10
C 0.154 -1.826 -8.644 -0.04
O 0.207 -0.718 -7.744 0.01
C 0.473 -1.008 -6.476 -0.62
O 0.302 -2.070 -5.942 0.12
O 0.925 0.079 -5.882 0.03
C 0.973 0.090 -4.463 -0.04
H -0.466 -1.544 -9.485 0.09
H -0.286 -2.717 -8.192 0.09
H 1.175 -2.129 -8.880 0.10
H 1.949 0.368 -4.083 0.10
H 0.593 -0.867 -4.117 0.06
H 0.257 0.789 -4.034 0.08
C -3.362 -2.788 0.901 -0.04
O -4.378 -3.760 0.975 0.02
C -5.638 -3.403 0.806 -0.63
O -6.067 -2.315 0.564 0.14
O -6.343 -4.520 0.812 0.01
C -7.739 -4.349 0.599 -0.04
H -3.598 -1.933 1.539 0.10
H -3.211 -2.428 -0.117 0.07
H -2.382 -3.109 1.250 0.08
H -7.949 -3.796 -0.319 0.09
H -8.155 -3.788 1.439 0.10
H -8.213 -5.321 0.529 0.09
C -5.710 1.119 0.700 -0.03
O -5.691 2.248 -0.170 0.02
C -4.542 2.797 -0.537 -0.60
O -3.451 2.485 -0.128 0.11
O -4.791 3.767 -1.406 0.01
C -3.749 4.619 -1.860 -0.03
H -6.465 1.184 1.472 0.09
H -4.782 0.906 1.228 0.09
H -5.840 0.249 0.059 0.06
H -4.067 4.990 -2.835 0.10
H -2.821 4.103 -2.082 0.09
H -3.668 5.447 -1.161 0.10


Number 1: E -8448.3114 Eh. Number 2: E -4022.3892 Eh.